[1]
Below is a structure of composition C73H210N38O27Tl in a non-equilibrium geometry, with properties calculated with ωB97M-V/def2-TZVPD.

2S+1: 1
Net charge: +1
Orbital gap, eV: 2.93

```
349
Properties=species:S:1:pos:R:3:lowdin_charge:R:1
Tl 3.52 2.25 0.02 1.198
O -0.64 8.86 5.94 -0.171
O 3.44 -3.70 3.49 -0.230
O 4.21 -0.61 -10.06 -0.200
O 0.77 3.34 0.73 -0.019
O -0.11 3.91 -6.85 -0.214
O 4.16 3.41 -6.01 0.001
O 1.69 -0.33 0.07 -0.006
O -1.15 6.28 -4.06 -0.004
O 5.35 -1.15 5.81 0.048
O -6.49 1.10 -0.52 0.012
O 4.85 -0.23 0.91 -0.072
O 6.91 -2.50 -4.74 -0.195
O -6.75 -3.18 1.37 -0.210
O 1.44 -6.12 -3.87 -0.202
O 3.81 5.01 0.94 -0.031
O -3.59 6.20 -1.12 0.032
O -1.75 -5.80 7.12 -0.178
O -4.30 1.40 6.89 -0.184
O 2.26 4.11 -1.79 -0.426
O 4.10 0.26 -2.19 -0.099
O 1.17 0.92 7.32 -0.247
O -4.11 -3.75 -6.02 -0.204
O 4.41 -4.62 -1.26 0.033
O -4.55 1.09 2.29 0.013
O -3.19 -5.46 0.14 -0.196
O 2.83 2.96 2.71 -0.055
O -4.92 -0.80 -3.85 -0.222
N 5.01 0.18 -4.25 0.201
N -4.41 1.81 -2.24 0.045
N 2.92 -0.57 -3.91 0.209
N 2.19 2.33 10.42 0.038
N 0.24 -0.23 0.08 0.124
N 4.35 4.49 -4.07 0.194
N 3.63 3.26 4.78 0.167
N 2.40 -3.99 -0.55 0.161
N -4.99 2.91 1.19 0.211
N 3.69 -1.02 2.64 0.192
N 3.47 6.87 2.01 0.185
N 8.45 -0.70 -6.30 0.064
N 5.83 -1.06 2.79 0.204
N 3.19 -1.33 6.54 0.174
N 2.18 5.95 -8.72 0.034
N 4.41 0.71 -7.37 0.053
N -1.41 2.89 0.67 0.223
N -1.05 -8.04 1.95 0.032
N -3.17 4.13 -1.71 0.168
N 4.03 0.61 6.35 0.184
N -8.35 -0.07 -0.12 0.191
N -3.53 -1.13 -6.29 0.061
N 2.30 6.38 0.22 0.196
N 2.67 3.31 -4.39 0.198
N -1.68 3.98 7.66 0.036
N -0.23 6.02 6.59 0.042
N -0.72 4.92 0.57 0.200
N -1.25 -3.60 8.73 0.062
N -0.52 4.35 -3.14 0.200
N 3.90 -2.46 -0.85 0.202
N 2.18 4.66 4.11 0.183
N -4.44 3.08 3.27 0.205
N -6.67 -0.36 1.10 0.200
N 5.40 -5.24 5.13 0.038
N -6.15 -2.84 4.28 0.085
N 0.59 6.20 -2.72 0.180
N 1.99 -3.69 -6.64 0.047
N -5.22 4.94 -1.89 0.177
C -2.09 -7.13 1.67 -0.434
C -0.06 -1.73 -1.95 0.019
C -5.18 -2.69 3.19 -0.434
C -0.16 0.84 -2.14 0.009
C -1.92 -0.53 1.29 -0.131
C 6.95 -2.60 -6.14 -0.217
C 0.25 -0.24 2.65 -0.002
C 3.21 0.26 -8.08 -0.385
C 2.38 1.47 9.26 -0.431
C 1.49 5.48 -7.61 -0.483
C 7.20 -1.27 -6.80 -0.455
C 6.11 -3.47 -4.17 -0.124
C -3.92 1.91 -4.57 -0.057
C -2.89 -3.28 -5.44 -0.158
C 4.08 -0.82 -11.44 -0.114
C -3.06 -5.74 6.68 -0.125
C -1.93 -6.18 0.43 -0.128
C -0.47 -2.30 6.83 -0.054
C 0.69 -5.68 -6.68 -0.045
C -3.83 -2.86 3.79 -0.062
C 3.22 6.05 1.06 -0.805
C -1.54 9.93 6.35 -0.093
C 4.01 -0.06 -3.38 -0.707
C -3.99 4.13 7.62 -0.046
C 3.66 -3.75 -0.85 -0.755
C 1.18 6.66 -6.73 -0.053
C -1.24 -1.25 -5.63 -0.041
C -5.01 1.66 -3.56 -0.384
C 3.32 0.37 -9.59 -0.207
C 2.30 0.04 9.80 -0.040
C -1.99 -0.35 -1.12 -0.135
C 4.81 -0.73 2.03 -0.733
C -4.53 -5.02 -5.74 -0.127
C 5.77 -4.50 3.96 -0.401
C -0.40 -0.84 1.33 -0.357
C -1.32 -3.48 7.30 -0.478
C -2.29 -6.32 2.95 -0.058
C 3.76 3.74 -4.90 -0.818
C -0.41 -0.36 -1.24 -0.411
C -3.00 1.99 6.78 -0.198
C 2.49 -4.59 4.13 -0.077
C 1.32 -4.58 -5.82 -0.516
C -2.42 -1.99 -6.21 -0.433
C 2.22 -5.14 -4.68 -0.105
C -4.39 0.12 6.30 -0.095
C -0.40 3.63 0.68 -0.788
C 6.99 -5.06 3.22 -0.069
C 4.51 -4.34 2.88 -0.155
C -1.44 7.77 5.48 -0.224
C 0.78 1.42 6.04 -0.069
C -0.41 5.60 -3.31 -0.782
C 0.23 4.68 -8.00 -0.137
C -7.12 0.26 0.07 -0.772
C -1.30 5.43 4.49 -0.068
C -6.83 -3.89 0.12 -0.078
C -2.62 -1.05 0.04 -0.155
C 4.30 -0.67 6.16 -0.726
C 2.84 3.54 3.78 -0.717
C -1.10 2.93 -6.92 -0.110
C -3.22 -4.96 -1.15 -0.142
C -4.68 2.29 2.26 -0.786
C -5.51 -3.58 1.97 -0.175
C -3.96 5.11 -1.49 -0.798
C 1.19 1.86 8.37 -0.203
C -5.55 -2.05 -3.50 -0.072
C -5.81 0.35 -3.84 -0.137
C -0.59 6.52 5.28 -0.440
C -0.94 -4.78 6.55 -0.157
C 0.46 -5.62 -2.87 -0.067
C -0.21 -2.42 1.47 0.022
C -2.88 3.13 7.75 -0.397
C 2.14 1.11 -7.37 -0.050
C 7.00 -1.29 -8.32 -0.045
H 4.85 -1.55 -11.67 0.093
H 2.09 -0.91 -3.45 0.079
H 1.01 2.48 5.94 0.083
H -5.41 -0.27 6.26 0.086
H 1.51 -6.09 -7.27 0.089
H 5.93 -2.90 -6.37 0.115
H 3.62 3.86 5.59 0.112
H -6.39 -1.99 -2.80 0.075
H -4.06 2.72 4.13 0.090
H 1.22 0.75 5.30 0.079
H -1.06 3.54 8.33 0.063
H 1.31 2.90 8.05 0.123
H -5.77 -2.25 5.00 0.048
H 3.04 7.78 1.91 0.115
H 2.24 4.91 -7.06 0.117
H -3.31 -5.94 2.97 0.071
H 1.53 -4.12 4.33 0.062
H 2.94 6.53 -8.39 0.077
H 3.48 -2.29 6.67 0.114
H 2.05 7.28 -6.51 0.077
H -3.46 -1.88 4.07 0.065
H -3.09 -6.31 5.75 0.071
H 2.32 0.23 -10.01 0.122
H -7.83 -3.71 -0.29 0.091
H 8.39 -0.88 -5.31 0.058
H 4.95 -3.67 2.14 0.104
H -1.04 -4.71 5.46 0.106
H 1.95 5.85 -0.57 0.058
H 1.30 -0.44 2.85 0.056
H -5.67 -4.62 2.24 0.132
H 2.19 -5.37 3.43 0.084
H -6.31 0.35 -4.80 0.130
H -5.26 2.29 0.45 0.079
H -3.46 -4.76 6.40 0.061
H -2.36 -0.97 -1.94 0.120
H 1.33 4.85 3.59 0.094
H -1.65 -6.78 -0.43 0.108
H -4.88 3.63 8.01 0.083
H -2.36 7.72 6.05 0.122
H -0.20 -6.39 -2.49 0.077
H 6.81 -6.04 2.78 0.077
H -1.75 4.84 8.19 0.074
H 0.17 4.05 -2.47 0.070
H -1.11 -5.47 0.51 0.105
H 3.10 0.89 6.64 0.062
H 2.42 5.24 4.91 0.111
H 2.56 -4.39 -3.97 0.104
H -1.35 -2.67 9.10 0.074
H 0.12 -6.42 -6.12 0.077
H -4.09 0.13 5.25 0.071
H -2.06 -3.99 -5.46 0.105
H 4.75 -2.08 -1.25 0.115
H -4.05 -5.79 -6.35 0.095
H 7.35 -4.45 2.40 0.075
H 3.16 -0.81 -7.89 0.128
H -0.74 6.59 7.25 0.062
H -1.23 1.91 0.77 0.077
H 9.07 -1.44 -6.62 0.065
H -0.47 -2.75 2.47 0.089
H -2.71 -2.13 -0.05 0.106
H -0.54 5.38 -8.35 0.131
H 7.67 -3.33 -6.51 0.137
H 1.28 5.54 -2.40 0.025
H 4.71 1.23 5.94 0.099
H -0.06 -5.14 -7.24 0.072
H 0.52 7.40 -7.19 0.085
H 2.37 1.10 -6.31 0.054
H -0.30 1.32 5.97 0.068
H 6.04 -5.14 5.90 0.080
H -2.05 -6.89 3.85 0.071
H -0.48 1.84 -1.86 0.080
H -3.69 -3.46 4.69 0.065
H 6.41 -0.60 -6.49 0.090
H 7.99 -1.42 -8.75 0.075
H 3.11 -5.66 -5.06 0.128
H -2.11 -2.28 -7.21 0.141
H 1.10 0.85 -7.58 0.055
H 5.60 -1.45 3.70 0.059
H 2.48 1.81 11.24 0.066
H -6.65 0.26 -3.14 0.106
H -4.23 4.36 6.58 0.082
H 0.71 6.39 -5.79 0.056
H 0.08 -5.10 6.78 0.133
H -6.75 -4.96 0.30 0.095
H -2.14 -4.06 8.82 0.078
H -1.56 -0.67 -4.76 0.048
H -0.40 -2.61 -1.39 0.069
H 2.90 -1.05 2.01 0.071
H -4.64 -3.47 1.32 0.106
H -3.76 -6.11 7.43 0.101
H -1.80 8.05 4.49 0.122
H 6.58 -2.25 -8.62 0.082
H -5.27 3.88 1.22 0.133
H 2.45 -0.59 8.92 0.049
H -1.78 3.11 -7.75 0.094
H -5.74 -0.03 1.32 0.061
H -4.29 2.01 -5.59 0.097
H 4.30 0.04 -12.07 0.087
H 5.31 4.72 -4.27 0.129
H -7.01 -1.26 1.41 0.088
H -6.15 -3.61 -0.69 0.062
H -2.35 -3.15 7.21 0.113
H -2.28 1.18 6.92 0.102
H -2.11 10.40 5.56 0.088
H 6.59 -0.42 -8.83 0.065
H -2.29 0.69 -1.22 0.092
H 0.45 -4.12 -5.35 0.095
H 3.06 -1.13 -11.68 0.087
H 4.42 2.63 4.82 0.100
H -8.89 0.62 -0.62 0.128
H -1.31 5.78 3.46 0.067
H -5.10 -1.70 2.75 0.109
H -3.60 -0.59 0.14 0.113
H -0.38 -7.86 2.67 0.077
H 0.27 6.79 4.67 0.121
H -3.10 -3.30 3.10 0.063
H 2.09 2.15 -7.70 0.076
H -3.06 -3.13 -4.38 0.100
H -2.00 0.55 1.39 0.093
H -0.06 5.67 0.40 0.095
H -0.35 -2.18 5.75 0.066
H 3.73 -1.40 3.57 0.087
H 5.06 -3.40 -4.44 0.077
H -1.61 -8.79 2.33 0.083
H -2.38 3.16 0.57 0.103
H 6.35 -3.49 -3.10 0.089
H 3.30 1.61 8.69 0.126
H -0.99 10.72 6.86 0.086
H -0.63 -1.87 -2.87 0.075
H -1.70 5.15 0.65 0.094
H 4.80 0.15 -5.24 0.053
H 2.11 2.69 -4.96 0.101
H -5.60 -5.17 -5.90 0.092
H 5.19 0.44 -7.96 0.041
H -4.11 -4.36 -1.30 0.063
H -3.81 -0.85 -5.36 0.031
H -5.71 2.48 -3.68 0.134
H -6.07 -2.49 -4.35 0.093
H -2.37 -1.08 2.11 0.109
H 4.23 6.69 2.64 0.130
H -0.79 1.89 -7.07 0.054
H -3.20 -5.71 -1.94 0.091
H -0.93 -2.94 0.84 0.058
H -2.21 9.58 7.14 0.080
H 0.53 -2.41 7.26 0.070
H -1.20 3.79 -3.62 0.117
H -0.67 4.54 4.47 0.062
H -8.83 -0.69 0.51 0.126
H -2.32 5.14 4.74 0.067
H -3.74 1.06 -2.19 0.054
H -5.16 1.55 -1.61 0.035
H 2.47 3.65 -3.47 0.030
H -0.28 -4.95 -3.29 0.056
H 2.66 5.11 -9.03 0.075
H -2.29 -4.40 -1.31 0.066
H 2.83 -4.15 -6.96 0.084
H -4.38 -5.13 -4.67 0.077
H 2.94 3.00 10.38 0.077
H 1.88 7.28 0.41 0.116
H 4.16 -5.26 2.40 0.125
H 3.69 1.33 -9.96 0.135
H -1.65 -5.44 2.90 0.063
H 1.31 -0.20 10.19 0.091
H -0.91 -0.49 -6.34 0.074
H 0.91 0.79 -2.32 0.084
H -4.38 4.05 3.00 0.114
H 0.28 1.78 8.96 0.119
H -2.90 2.23 5.72 0.104
H 1.81 -3.31 -0.10 0.054
H 7.83 -5.24 3.90 0.074
H 6.79 -0.98 2.47 0.133
H -0.89 -1.44 7.35 0.066
H 4.37 1.71 -7.23 0.048
H 1.47 4.28 -1.24 -0.087
H 3.23 -1.78 -0.52 0.056
H -4.90 -2.82 -3.07 0.061
H 6.13 -3.55 4.33 0.105
H 0.98 -5.04 -2.10 0.040
H -0.70 5.13 6.57 -0.009
H -0.62 0.52 -3.07 0.086
H -3.82 -0.57 6.92 0.086
H -0.17 -0.62 3.58 0.075
H -2.85 2.61 8.72 0.146
H 1.00 -1.87 -2.13 0.069
H -1.64 2.98 -5.98 0.061
H 3.10 -0.13 10.52 0.089
H -6.91 -2.27 3.93 0.071
H 2.14 -4.93 -0.77 0.100
H 1.40 -3.54 -7.45 0.081
H 3.93 4.81 -3.21 0.099
H 6.46 -4.45 -4.49 0.091
H 0.75 -2.74 1.06 0.056
H 5.93 0.45 -3.93 0.127
H 2.85 -5.03 5.06 0.073
H 0.83 7.09 -3.11 0.128
H 0.15 0.84 2.70 0.085
H 4.65 -4.71 5.55 0.034
H -0.47 -1.97 -5.36 0.064
H -4.31 -1.72 -6.57 0.075
H -3.62 2.91 -4.25 0.071
H 2.28 -0.97 6.78 0.066
H 0.39 3.86 -8.70 0.117
H -3.50 3.20 -1.93 0.021
H -2.18 4.21 -1.51 0.070
H -5.42 4.05 -2.32 0.067
H -3.79 4.98 8.27 0.087
H 3.13 -0.85 -4.86 0.102
H -3.06 1.23 -4.58 0.064
H -2.95 -7.77 1.45 0.144
H -5.99 5.59 -1.75 0.116
```



[2]
Below is a cluster of 4 separate species, C41H45F9N7O7S in total in a non-equilibrium geometry, with properties calculated with ωB97M-V/def2-TZVPD.

2S+1: 1
Net charge: +1
Orbital gap, eV: 6.85

```
110
Properties=species:S:1:pos:R:3:lowdin_charge:R:1
S 2.27 2.97 -2.94 0.788
F 0.15 5.92 4.38 0.105
F 2.03 6.84 2.73 0.100
F 1.64 6.97 -0.16 0.078
F 0.34 8.08 1.86 0.087
F 2.94 4.92 0.13 0.082
F -0.45 6.10 0.06 0.109
F -1.43 7.01 3.18 0.099
F -0.92 4.88 2.59 0.093
F 1.74 4.13 1.88 0.093
O 3.73 -3.70 -2.03 0.076
O 4.07 -10.27 2.52 0.116
O 0.28 0.03 1.66 -0.099
O -9.88 1.36 -5.04 0.127
O -4.94 1.44 -3.11 0.044
O 2.69 -5.15 2.55 0.074
O 5.47 -1.96 -6.73 0.120
N -5.65 -0.60 1.28 -0.026
N -1.25 3.54 -1.14 0.152
N -0.85 5.12 -3.13 0.061
N 1.07 3.68 -0.41 0.053
N -0.62 2.08 0.64 0.035
N -4.85 0.91 3.20 0.086
N -5.24 -1.40 3.59 0.103
C -6.63 0.21 -4.19 0.022
C 1.67 -0.86 -0.94 -0.084
C 5.07 -2.36 -5.65 -0.383
C 0.36 1.47 1.60 -0.153
C -0.35 6.08 3.05 -0.293
C 3.65 0.44 5.76 -0.094
C -4.48 -0.94 0.40 -0.201
C 3.90 -1.74 2.20 0.006
C -7.87 0.19 -4.68 0.032
C -3.95 0.29 -0.50 -0.156
C 1.21 4.07 -1.85 -0.488
C 0.85 6.06 0.62 -0.191
C 2.23 -1.98 0.09 -0.351
C 4.13 -3.30 -3.11 -0.374
C 1.59 4.64 0.56 -0.268
C 2.53 -1.36 1.52 -0.059
C 0.75 6.72 2.08 -0.178
C -6.08 1.43 -3.55 -0.375
C 4.05 -4.15 -4.32 0.026
C 3.01 -6.33 2.55 -0.378
C 4.19 -8.18 1.45 0.026
C -8.20 2.59 -3.95 0.032
C 4.49 -3.71 -5.50 0.030
C -6.96 2.61 -3.47 0.023
C 5.15 -1.51 -4.45 0.027
C -8.75 1.38 -4.60 -0.380
C 4.32 -1.18 3.58 -0.014
C 1.99 0.17 3.63 0.033
C 2.58 -7.25 3.62 0.024
C -2.03 1.54 0.70 -0.103
C -5.24 -0.43 2.70 -0.464
C 1.33 -3.32 0.11 -0.062
C 2.92 -8.54 3.61 0.026
C 1.55 -0.38 2.24 -0.145
C 3.35 -0.21 4.31 -0.190
C 3.76 -9.10 2.52 -0.385
C -0.22 3.03 -0.19 -0.133
C 3.84 -6.89 1.46 0.023
C 4.71 -1.95 -3.26 0.016
C -0.35 4.02 -2.27 -0.375
C -2.33 0.45 -0.44 -0.147
H 4.80 -8.61 0.66 0.124
H 0.13 1.92 2.64 0.155
H 1.48 -3.82 -0.92 0.076
H 0.22 -3.07 0.19 0.081
H 4.44 -4.32 -6.40 0.127
H 3.27 1.53 5.70 0.077
H -1.83 -0.56 -0.17 0.116
H 1.41 1.76 1.26 0.147
H -1.77 2.82 -1.66 0.120
H -4.33 0.25 -1.59 0.087
H 4.63 -2.45 1.68 0.106
H 5.58 -0.53 -4.57 0.124
H 2.53 1.78 -2.27 -0.137
H -4.42 1.24 -0.04 0.107
H 1.55 5.15 -2.03 0.131
H 4.77 -1.34 -2.37 0.118
H 3.26 -2.30 -0.35 0.102
H -4.82 -1.79 -0.29 0.127
H 1.29 0.90 4.16 0.100
H 4.75 0.50 6.01 0.079
H 0.56 -0.61 -0.74 0.060
H -0.34 3.13 -3.01 0.125
H 2.31 0.08 -0.74 0.069
H -6.29 -1.41 1.29 0.107
H 1.70 -4.07 0.89 0.060
H -8.29 -0.69 -5.15 0.128
H -2.76 2.42 0.73 0.140
H -3.91 0.82 3.61 0.074
H -4.79 1.57 2.42 0.060
H -8.85 3.45 -3.90 0.128
H 2.62 -9.22 4.39 0.125
H 1.73 -1.19 -2.03 0.081
H -5.54 -2.28 3.13 0.044
H 3.63 -5.14 -4.19 0.125
H 3.03 -0.07 6.59 0.092
H -5.97 -0.65 -4.25 0.122
H -1.95 0.73 -1.48 0.109
H 1.97 -6.82 4.41 0.123
H -0.78 4.82 -4.12 0.093
H -2.14 0.99 1.71 0.141
H -3.63 -1.31 1.08 0.121
H -0.20 5.92 -3.07 0.082
H 4.15 -6.20 0.68 0.120
H -6.54 3.49 -3.00 0.122
H 5.30 -1.42 4.12 0.099
```



Q: What is the 2S+1 in the first record?
A: 1